Density functional theory data (wB97M-V/def2-TZVPD) for a structure of composition C13H27Cl3F6N2O4PdS2Si4Te at a distorted geometry.

Atoms and positions in Å:
Pd  -0.7200  -3.3239  -0.3855
F  2.1321  -3.5476  -1.9614
C  2.5263  -4.0804  -0.8066
F  1.8073  -5.1665  -0.5606
F  3.8018  -4.3866  -0.8684
S  2.3184  -2.8110  0.5604
O  2.2757  -1.5306  -0.0908
O  3.2818  -3.0700  1.5684
N  0.7989  -3.2441  1.0664
S  0.1586  -2.3948  2.2852
O  -0.9076  -1.5553  1.7709
O  1.0908  -1.7740  3.1685
C  -0.7228  -3.7429  3.1924
F  -1.4334  -4.4597  2.3153
F  -1.5467  -3.1729  4.0567
F  0.1383  -4.5134  3.8109
Cl  -4.9560  -5.0507  -1.9628
C  -3.9472  -3.6828  -1.5449
Cl  -4.2216  -3.1776  0.1315
Cl  -4.2063  -2.3336  -2.6547
C  -2.5303  -4.1077  -1.6692
N  -1.5172  -4.6088  -1.9511
C  -1.7307  3.0888  1.3662
Si  -1.8104  1.4078  2.0805
C  -0.8484  1.0835  3.5917
C  -3.2573  0.3991  1.6207
Si  0.4145  0.8737  -0.8195
Te  -0.7069  -1.0836  -1.5492
Si  2.5028  1.5480  0.3472
C  2.3306  3.3967  0.4571
C  3.5914  1.0566  -1.0796
C  2.7951  0.7933  2.0052
Si  -0.3268  2.1722  -2.7765
C  -0.1948  3.9657  -2.2828
C  -2.0881  1.7739  -3.2664
C  0.9344  1.7242  -4.0745
H  -2.4270  3.6525  2.0097
H  -2.1188  3.1587  0.3508
H  -0.7612  3.5756  1.4481
H  -1.5900  1.0489  4.4031
H  -0.1456  1.8870  3.8101
H  -0.3365  0.1242  3.5970
H  -4.0123  0.6153  2.3910
H  -3.0398  -0.6655  1.6614
H  -3.6747  0.6783  0.6543
H  2.1967  3.8722  -0.5115
H  3.2676  3.7794  0.8751
H  1.5342  3.7211  1.1265
H  3.2781  1.5131  -2.0199
H  3.6760  -0.0211  -1.1999
H  4.5863  1.4567  -0.8528
H  2.2736  1.3483  2.7870
H  3.8679  0.8826  2.2090
H  2.5430  -0.2577  2.0764
H  -0.8533  4.2380  -1.4574
H  -0.4980  4.5690  -3.1444
H  0.8219  4.2597  -2.0317
H  -2.7774  2.4753  -2.7922
H  -2.4273  0.7642  -3.0400
H  -2.1791  1.9109  -4.3472
H  1.8898  2.2170  -3.8884
H  0.5711  2.0798  -5.0429
H  1.1083  0.6513  -4.1615

Atomic forces in eV per Å
Pd 0.478 -0.801 0.070
F -0.019 -0.004 0.087
C 0.032 -0.091 -0.079
F 0.023 0.030 0.050
F -0.001 0.074 0.010
S 0.174 -0.330 0.126
O 0.017 -0.038 -0.029
O -0.033 -0.031 -0.031
N -0.326 0.865 -0.384
S -0.173 0.300 0.300
O -0.126 0.006 0.035
O 0.135 -0.236 -0.044
C 0.063 -0.050 0.037
F -0.019 0.004 -0.020
F 0.000 0.017 0.025
F 0.013 -0.029 -0.018
Cl 0.006 0.004 0.005
C 0.000 -0.062 0.016
Cl -0.001 -0.001 0.011
Cl 0.009 0.009 0.005
C -0.272 0.079 -0.060
N 0.013 0.205 -0.093
C 0.094 -0.071 -0.152
Si -0.249 -0.106 0.315
C -0.030 0.114 0.046
C -0.011 0.012 0.036
Si 0.275 0.006 -0.329
Te -0.141 0.013 0.050
Si -0.201 -0.035 -0.003
C 0.059 -0.010 0.026
C 0.064 0.002 0.052
C 0.090 0.053 0.005
Si 0.065 0.080 0.155
C -0.047 0.018 -0.105
C -0.013 -0.016 -0.016
C -0.013 -0.018 -0.018
H 0.010 0.011 -0.005
H -0.001 -0.002 -0.008
H 0.022 0.008 -0.003
H 0.024 -0.003 0.007
H 0.001 -0.009 -0.008
H 0.046 -0.032 -0.037
H -0.021 -0.004 -0.023
H -0.004 0.000 -0.005
H 0.011 -0.015 -0.014
H -0.003 0.014 -0.012
H 0.002 -0.006 0.009
H -0.013 0.009 0.015
H -0.011 -0.008 -0.013
H -0.012 0.066 -0.011
H 0.011 0.001 -0.006
H -0.008 -0.018 -0.010
H -0.006 0.026 0.007
H -0.002 -0.003 0.025
H 0.007 -0.007 0.020
H -0.010 -0.002 0.003
H 0.018 0.013 -0.008
H -0.004 -0.021 0.029
H 0.002 -0.005 -0.038
H -0.006 0.031 0.004
H 0.016 -0.023 0.011
H 0.007 0.016 0.003
H -0.011 -0.001 -0.013

Properties
- Energy above the lowest of the compared OMol25 structures with the same formula, charge and spin: 33.4 kcal per mole
- Highest occupied orbital energy (alpha / beta): -0.540 / -0.542 Ha
- Total charge: +2
- E_LUMO (alpha / beta): -8.251 / -8.401 eV
- Gap between HOMO and LUMO (alpha / beta): 6.45 / 6.36 eV